Density functional theory data (ωB97M-V/def2-TZVPD) for a molecular structure, C52H37FN2OP2S2SiV at a distorted geometry.

```
99
Properties=species:S:1:pos:R:3:lowdin_charge:R:1
V -0.7779 1.9422 -0.3312 0.46
C -3.9004 0.2204 -0.9668 -0.28
Si -2.0347 -0.1205 -0.6849 0.60
C -1.6030 -1.1620 -2.2720 -0.30
C -2.5029 -1.1544 -3.3463 -0.11
C -2.2924 -1.9060 -4.4937 -0.10
C -1.1632 -2.7062 -4.5990 -0.10
C -0.2421 -2.7194 -3.5633 -0.10
C -0.4357 -1.9439 -2.4188 -0.37
P 0.8044 -1.8472 -1.0636 1.15
C 2.3310 -1.2603 -1.9105 -0.35
C 3.4978 -1.2606 -1.1390 -0.10
C 4.6977 -0.8119 -1.6640 -0.09
C 4.7522 -0.3389 -2.9717 -0.10
C 3.5955 -0.3018 -3.7339 -0.10
C 2.3896 -0.7527 -3.2042 -0.10
C 1.2767 -3.6324 -0.8434 -0.34
C 2.1834 -4.3325 -1.6428 -0.10
C 2.4532 -5.6745 -1.4075 -0.10
C 1.8283 -6.3435 -0.3620 -0.11
C 0.9483 -5.6535 0.4601 -0.09
C 0.6849 -4.3094 0.2244 -0.09
C -2.3190 -1.5127 0.6425 -0.28
C -2.6154 -2.8054 0.1969 -0.12
C -3.0147 -3.8161 1.0627 -0.11
C -3.1179 -3.5540 2.4190 -0.11
C -2.8334 -2.2793 2.8958 -0.09
C -2.4365 -1.2565 2.0317 -0.35
P -2.2222 0.4848 2.6101 1.12
C -2.4923 0.3574 4.4325 -0.36
C -1.5171 -0.1083 5.3170 -0.07
C -1.7643 -0.1415 6.6828 -0.09
C -2.9863 0.2912 7.1877 -0.12
C -3.9571 0.7689 6.3194 -0.11
C -3.7049 0.8071 4.9522 -0.11
C -0.4310 0.6673 2.5107 -0.44
C 0.2235 2.0015 2.7385 -0.22
C 1.3840 2.0688 3.5982 -0.10
C 2.0192 0.9096 4.0273 -0.16
C 1.6711 -0.3437 3.5513 -0.11
C 0.7266 -0.3577 2.4281 -0.28
H -4.4557 -0.7023 -1.1657 0.03
H -4.2997 0.6774 -0.0555 0.02
H -4.0763 0.9286 -1.7854 -0.02
H -3.4009 -0.5497 -3.2743 0.08
H -3.0140 -1.8765 -5.3031 0.09
H -0.9958 -3.3074 -5.4864 0.09
H 0.6452 -3.3347 -3.6540 0.09
H 3.4492 -1.6013 -0.1088 0.11
H 5.5906 -0.8109 -1.0494 0.10
H 5.6886 0.0206 -3.3841 0.10
H 3.6254 0.0982 -4.7419 0.10
H 1.4894 -0.6869 -3.7985 0.09
H 2.7006 -3.8193 -2.4461 0.10
H 3.1585 -6.1993 -2.0432 0.09
H 2.0371 -7.3925 -0.1833 0.09
H 0.4694 -6.1553 1.2935 0.10
H 0.0116 -3.7709 0.8831 0.09
H -2.5394 -3.0299 -0.8630 0.10
H -3.2380 -4.8056 0.6760 0.09
H -3.4261 -4.3329 3.1080 0.09
H -2.9310 -2.0844 3.9558 0.09
H -0.5475 -0.4222 4.9389 0.09
H -0.9930 -0.4966 7.3580 0.10
H -3.1752 0.2664 8.2555 0.09
H -4.9046 1.1257 6.7079 0.09
H -4.4550 1.1971 4.2717 0.10
H -0.4545 2.8407 2.7720 0.02
H 1.6993 3.0425 3.9517 0.07
H 2.8034 0.9945 4.7771 0.08
H 2.1532 -1.2584 3.8806 0.06
H 0.4052 -1.3614 2.1441 0.12
S -1.9711 4.3253 1.6064 0.56
C -0.9287 4.6825 0.3031 -0.77
C 0.2111 5.5182 0.4728 -0.05
C 0.9596 5.9562 -0.5910 -0.20
C 2.0836 6.8239 -0.3525 -0.19
N 2.9805 7.5143 -0.1533 0.14
C 0.6093 5.5832 -1.9156 -0.20
C -0.4496 4.7196 -2.1004 -0.07
C -1.1992 4.2150 -1.0273 -0.74
S -2.5251 3.0943 -1.3135 0.62
C 1.3261 6.0921 -3.0489 -0.20
N 1.8792 6.5079 -3.9697 0.14
H 0.4624 5.8486 1.4704 0.11
H -0.7083 4.4128 -3.1041 0.12
O 1.2744 0.3689 1.2408 -0.12
C 0.2334 1.3310 1.2737 -0.35
F 3.5227 2.5270 -4.6313 0.03
C 2.5663 2.3334 -3.6883 -0.33
C 2.8727 2.5751 -2.3666 -0.01
C 1.8845 2.3551 -1.4109 -0.08
C 0.6055 1.8939 -1.7580 -0.26
C 0.3606 1.6491 -3.1156 -0.12
C 1.3270 1.8787 -4.0891 -0.05
H 3.8581 2.9338 -2.0952 0.12
H 2.1240 2.5524 -0.3700 0.11
H -0.6160 1.2940 -3.4255 0.09
H 1.1337 1.7076 -5.1421 0.12
```

ΔE to the lowest compared entry with this formula, charge and spin, kJ/mol: 391.23
Largest force on an atom, eV/A: 1.54
Multiplicity: 2
Energy, eV: -136080.6524
Lowest unoccupied orbital energy (alpha / beta), eV: 4.01 / 4.01
Net charge: -2
Frontier orbital gap (alpha / beta), eV: 4.80 / 4.56
HOMO (alpha / beta), eV: -0.78 / -0.55



Density functional theory data (ωB97M-V/def2-TZVPD) for a molecular structure, C52H37N5Os.

```
95
Properties=species:S:1:pos:R:3:lowdin_charge:R:1
Os -0.2856 -0.5784 0.4710 1.43
C -4.5333 -4.6969 -4.4580 -0.09
C -4.5274 -5.0411 -3.1135 -0.08
C -3.7565 -4.3201 -2.2131 -0.03
C -2.9821 -3.2475 -2.6454 -0.21
C -2.9962 -2.9069 -3.9948 -0.03
C -3.7657 -3.6276 -4.8968 -0.08
C -2.1500 -2.4702 -1.6789 -0.09
C -0.7880 -2.6217 -1.7240 -0.25
C -0.0716 -3.4703 -2.6758 0.02
C 1.2311 -3.3776 -2.4071 0.01
C 1.3767 -2.5074 -1.2416 -0.20
N 0.1107 -2.0195 -0.8714 -0.06
C 2.5380 -2.3268 -0.5678 -0.07
C 2.6577 -1.5469 0.6216 -0.18
C 3.4582 -1.7602 1.7090 0.02
C 3.1676 -0.7701 2.6786 0.02
C 2.2012 0.0578 2.1782 -0.20
C 1.5611 1.1661 2.8086 -0.08
C 2.3221 1.7835 3.9345 -0.20
C 1.8634 1.6420 5.2417 -0.03
C 2.5724 2.1877 6.3020 -0.08
C 3.7503 2.8818 6.0667 -0.09
C 4.2174 3.0242 4.7674 -0.07
C 3.5112 2.4726 3.7090 -0.02
C 0.2852 1.5616 2.5674 -0.20
N -0.6582 0.9041 1.7608 -0.07
C -1.8622 1.5289 1.9964 -0.22
C -3.0717 1.1284 1.4984 -0.09
C -4.2914 1.8938 1.8928 -0.22
C -4.5417 3.1476 1.3433 -0.03
C -5.6706 3.8665 1.7102 -0.08
C -6.5636 3.3371 2.6306 -0.09
C -6.3223 2.0863 3.1822 -0.08
C -5.1922 1.3702 2.8155 -0.03
C -3.2460 0.0442 0.6207 -0.23
C -4.4842 -0.3821 0.0920 0.01
C -4.2275 -1.3988 -0.7876 0.01
C -2.8291 -1.6016 -0.8055 -0.23
N -2.2319 -0.7223 0.0795 -0.08
C -1.6637 2.6432 2.9221 0.01
C -0.3735 2.6712 3.2571 0.00
N 1.8559 -0.4139 0.8907 -0.13
C 3.7733 -3.0559 -0.9709 -0.19
C 3.8485 -4.4430 -0.8954 -0.04
C 5.0181 -5.1015 -1.2490 -0.08
C 6.1196 -4.3780 -1.6823 -0.09
C 6.0510 -2.9931 -1.7588 -0.07
C 4.8860 -2.3341 -1.3984 -0.01
H -5.1347 -5.2589 -5.1607 0.10
H -5.1220 -5.8758 -2.7646 0.10
H -3.7475 -4.5897 -1.1638 0.12
H -2.4011 -2.0668 -4.3332 0.12
H -3.7677 -3.3499 -5.9431 0.10
H -0.5418 -4.0423 -3.4586 0.12
H 2.0495 -3.8548 -2.9194 0.12
H 4.1586 -2.5742 1.8045 0.13
H 3.5973 -0.6844 3.6635 0.13
H 0.9435 1.0985 5.4207 0.13
H 2.2046 2.0679 7.3129 0.10
H 4.3035 3.3091 6.8930 0.10
H 5.1343 3.5668 4.5763 0.10
H 3.8807 2.5842 2.6976 0.10
H -3.8442 3.5550 0.6210 0.12
H -5.8535 4.8400 1.2736 0.10
H -7.4448 3.8965 2.9169 0.10
H -7.0138 1.6685 3.9028 0.10
H -4.9998 0.3952 3.2470 0.12
H -5.4432 0.0428 0.3381 0.12
H -4.9421 -1.9430 -1.3821 0.11
H -2.4452 3.3099 3.2485 0.12
H 0.1251 3.3617 3.9171 0.12
H 2.9854 -5.0020 -0.5542 0.12
H 5.0684 -6.1808 -1.1834 0.10
H 7.0307 -4.8924 -1.9596 0.10
H 6.9058 -2.4250 -2.1026 0.10
H 4.8199 -1.2540 -1.4647 0.10
C -0.1970 0.7937 -2.5945 -0.05
C 1.3048 0.8724 -2.4881 -0.20
C 2.0239 1.1502 -3.6444 -0.06
C 3.3974 1.3266 -3.6387 -0.09
C 4.0550 1.3095 -2.4224 -0.07
C 3.3819 1.0560 -1.2327 -0.21
C 4.1154 1.2381 0.0673 -0.03
C 2.0124 0.7443 -1.2742 -0.18
N 1.3149 0.4171 -0.1040 -0.08
H -0.5011 1.1406 -3.5827 0.08
H -0.6868 1.4225 -1.8490 0.08
H -0.5820 -0.2158 -2.4583 0.04
H 1.4746 1.2315 -4.5753 0.11
H 3.9336 1.5256 -4.5567 0.10
H 5.1149 1.5339 -2.3732 0.11
H 5.0355 1.7957 -0.1071 0.09
H 4.3837 0.3022 0.5601 0.07
H 3.5011 1.8147 0.7604 0.07
```

Largest force on an atom, eV/A: 0.86
Multiplicity: 1
Energy, eV: -64442.3720
Lowest unoccupied orbital energy (alpha / beta), eV: -1.05 / -1.05
Frontier orbital gap (alpha / beta), eV: 5.42 / 5.43
HOMO (alpha / beta), eV: -6.47 / -6.48



Density functional theory data (ωB97M-V/def2-TZVPD) for a molecular structure, C52H38InN9O9PS at a distorted geometry.

```
111
Properties=species:S:1:pos:R:3:lowdin_charge:R:1
In -0.6029 1.4013 0.6092 0.85
O 2.8375 2.9398 1.9246 -0.29
S 2.5930 1.9046 0.9757 0.47
O 2.5707 2.3875 -0.3951 -0.31
O 1.3739 1.1092 1.2780 -0.42
C 3.9696 0.7384 1.3366 -0.23
C 5.1232 1.2248 1.9485 -0.04
C 6.0896 0.2987 2.4470 -0.08
C 5.8871 -1.0579 2.3510 -0.11
C 4.7912 -1.5581 1.6207 -0.10
C 3.9010 -0.6599 1.0208 -0.38
P 2.7468 -1.2081 -0.2267 1.14
C 3.7601 -0.4767 -1.6705 -0.33
C 2.9507 -0.1439 -2.7684 -0.07
C 3.6569 0.2886 -3.8936 -0.08
C 5.0110 0.5439 -3.8830 -0.10
C 5.7304 0.2098 -2.7648 -0.11
C 5.1113 -0.2506 -1.6577 -0.11
C 3.1224 -2.9637 -0.4051 -0.39
C 2.5135 -3.7237 0.6974 -0.11
C 2.5650 -5.0989 0.6322 -0.10
C 3.1145 -5.7053 -0.5326 -0.12
C 3.6038 -4.9519 -1.5461 -0.10
C 3.7204 -3.5555 -1.4613 -0.08
H 5.2161 2.2963 2.1507 0.12
H 6.8919 0.7361 3.0817 0.11
H 6.6040 -1.6794 2.8462 0.09
H 4.8104 -2.6327 1.4019 0.10
H 1.8754 -0.3084 -2.7142 0.09
H 3.0935 0.5004 -4.8174 0.11
H 5.4256 0.7884 -4.8283 0.09
H 6.8303 0.3944 -2.7630 0.12
H 5.7497 -0.4161 -0.7403 0.13
H 1.9705 -3.1846 1.4665 0.08
H 2.1421 -5.7108 1.4724 0.11
H 3.0637 -6.8037 -0.6813 0.11
H 3.9220 -5.5342 -2.4585 0.12
H 4.2104 -3.0305 -2.2181 0.09
N -2.3035 2.4067 0.8297 -0.13
C -2.9613 3.3100 0.0978 -0.47
C -2.2918 4.4112 -0.5888 -0.06
C -2.9900 5.2669 -1.3938 -0.13
C -4.3878 5.2025 -1.5208 -0.14
C -5.0719 4.2211 -0.7874 -0.12
C -4.3820 3.2549 0.0192 -0.07
H -1.2274 4.5570 -0.4497 0.09
H -2.4174 6.0238 -1.8228 0.07
H -4.9110 5.9041 -2.0810 0.05
H -6.2008 4.1683 -0.9060 0.10
H -4.8136 2.4352 0.4966 0.05
N -9.9529 -2.6690 -2.6229 0.17
C -8.9869 -2.4972 -2.0543 -0.21
C -7.7609 -2.1658 -1.4628 -0.25
C -7.1064 -0.9936 -1.7242 -0.01
C -5.7767 -0.8012 -1.3793 0.03
C -5.1639 -1.8198 -0.6911 -0.21
C -5.7823 -3.0198 -0.4480 -0.02
C -7.0822 -3.2037 -0.8020 -0.03
N -3.7834 -1.5392 -0.4734 -0.01
C -2.7443 -2.4184 -0.8427 -0.03
C -1.6355 -1.7985 -0.4257 -0.16
N -1.8955 -0.6276 0.1674 0.02
C -3.2006 -0.4865 0.2507 -0.07
H -7.6382 -0.2240 -2.3204 0.14
H -5.1484 0.0275 -1.6791 0.14
H -5.1940 -3.8649 -0.0075 0.14
H -7.5792 -4.1529 -0.5417 0.13
H -2.9596 -3.3200 -1.4050 0.13
H -0.5892 -2.1973 -0.5596 0.13
H -3.6512 0.4169 0.7139 0.12
O 0.0970 0.7534 -1.2878 -0.15
C -0.6309 0.9260 -2.3272 -0.63
O -1.3472 0.1142 -2.8384 0.09
C -0.5809 2.3500 -2.8860 -0.07
C -1.4413 2.7185 -3.9213 0.06
C -1.4205 3.9463 -4.4219 -0.13
C -0.5672 4.9426 -3.9153 0.08
C 0.2584 4.5910 -2.8937 -0.13
C 0.3345 3.2882 -2.4378 0.06
N 1.0305 5.6429 -2.1520 -0.33
O 1.9713 5.2293 -1.4835 0.09
O 0.6258 6.7767 -2.2686 0.08
N -2.3307 4.1676 -5.5600 -0.33
O -3.1223 3.3187 -5.9178 0.08
O -2.1464 5.2337 -6.1698 0.05
H -2.1312 1.9176 -4.2827 0.15
H -0.6167 5.9280 -4.3180 0.12
H 1.0690 2.9666 -1.6333 0.12
C -2.6431 0.5379 4.5405 -0.07
C -1.9760 1.2012 3.5354 -0.10
N -0.9067 0.6592 2.8971 0.02
C -0.4926 -0.5257 3.2062 -0.08
C -1.1058 -1.3409 4.2350 -0.14
C -2.2497 -0.7272 4.8142 -0.03
C -0.7472 -2.7602 4.3999 -0.04
C 0.4489 -3.3681 4.4566 -0.05
C 1.7993 -2.8209 4.5679 -0.28
C 2.9636 -3.6231 4.3176 -0.01
C 4.1984 -3.0647 4.6274 -0.16
N 4.3116 -1.8381 5.1061 0.08
C 3.1859 -1.1784 5.3153 -0.18
N 1.9468 -1.6011 5.0724 0.15
H -3.5268 1.0014 4.9975 0.12
H -2.1923 2.2424 3.2380 0.11
H 0.3096 -0.9393 2.6624 0.10
H -2.9517 -1.2553 5.4408 0.11
H -1.5910 -3.4646 4.3210 0.12
H 0.4291 -4.4487 4.6309 0.11
H 2.9642 -4.6173 3.8629 0.10
H 5.1280 -3.6126 4.3987 0.12
H 3.2897 -0.1812 5.6510 0.10
```

ΔE to the lowest compared entry with this formula, charge and spin, kJ/mol: 169.61
Largest force on an atom, eV/A: 3.92
Multiplicity: 1
Energy, eV: -111671.0748
Lowest unoccupied orbital energy, eV: 1.11
Net charge: -1
Frontier orbital gap, eV: 4.82
HOMO, eV: -3.71



Question: The highest largest force on an atom belongs to which entry?
Answer: C52H38InN9O9PS



Question: Among the records above, which one has the highest largest force on an atom?
Answer: C52H38InN9O9PS



Question: largest force on an atom of number 3 (C52H38InN9O9PS)?
Answer: 3.92 eV/A